C12H17N | ωB97M-V/def2-TZVPD

Computed properties:
Highest occupied orbital energy (eV): -7.954
Structure (SMILES): Cc1c[nH]c2ccccc12.CCC
Net charge: 0
Relative energy (zero: lowest compared OMol25 entry of this formula, charge and spin) (eV): 0.3087

CARTESIAN COORDINATES (ANGSTROEM)
C  -3.3279  -0.1108  -0.1379
C  -2.0532  0.5446  0.3012
C  -1.6984  1.8255  0.0434
N  -0.4617  2.0878  0.6396
C  -0.0437  0.9554  1.2867
C  1.0538  0.7635  2.1400
C  1.2530  -0.5012  2.6360
C  0.3710  -1.5567  2.3308
C  -0.7426  -1.3423  1.5491
C  -1.0072  -0.0422  1.1037
H  -3.1488  -0.7486  -1.0010
H  -4.0801  0.6394  -0.3452
H  -3.7554  -0.7208  0.6531
H  -2.1536  2.6819  -0.4123
H  0.1012  2.8818  0.3871
H  1.7576  1.5637  2.3794
H  2.1024  -0.6875  3.2774
H  0.6534  -2.5556  2.6227
H  -1.4986  -2.0903  1.3154
C  0.5808  -0.8738  -2.5888
C  1.8059  -0.8201  -1.6823
C  2.2300  0.6067  -1.3623
H  -0.2164  -0.2266  -2.2015
H  0.1527  -1.8828  -2.6744
H  0.7924  -0.5099  -3.6007
H  1.5781  -1.4160  -0.7965
H  2.6432  -1.3398  -2.1484
H  2.3027  1.1904  -2.2810
H  1.6348  1.1156  -0.6044
H  3.1748  0.5688  -0.8289